Record 1
Density functional theory data (ωB97M-V/def2-TZVPD) for a structure of composition C24H53BrN4RuSi at a distorted geometry.

Output
HOMO energy, eV: -18.38
Total charge: +4
Molecular weight, g/mol: 606.78
E_tot, eV: -112170.745
Strongest force on any atom, eV/Å: 1.523

Each line ends with the Löwdin charge.
Cartesian coordinates (Å):
Ru: 0.89 -1.74 0.79  1.061
C: 2.24 -2.54 3.35  -0.042
N: 0.95 -2.64 2.62  -0.388
C: -0.10 -1.94 3.42  -0.053
C: 0.59 -4.08 2.44  -0.136
C: -0.42 -4.21 1.31  -0.146
N: 0.10 -3.51 0.10  -0.385
C: 1.10 -4.36 -0.60  -0.045
C: -1.01 -3.22 -0.84  -0.053
H: 2.14 -2.99 4.34  0.121
H: 2.52 -1.49 3.45  0.104
H: 3.01 -3.07 2.79  0.079
H: -0.21 -2.42 4.39  0.121
H: -1.06 -1.99 2.90  0.089
H: 0.19 -0.90 3.56  0.095
H: 0.18 -4.49 3.37  0.153
H: 1.50 -4.63 2.21  0.129
H: -1.37 -3.77 1.58  0.122
H: -0.60 -5.27 1.08  0.154
H: 0.63 -5.30 -0.89  0.118
H: 1.95 -4.57 0.05  0.084
H: 1.45 -3.85 -1.49  0.099
H: -1.44 -4.16 -1.21  0.121
H: -0.62 -2.66 -1.69  0.098
H: -1.79 -2.66 -0.33  0.089
C: -1.81 5.69 -1.18  -0.063
C: -1.13 4.56 -0.38  -0.682
C: 0.34 4.40 -0.85  -0.074
C: -1.18 4.84 1.12  -0.076
Si: -1.93 2.93 -0.85  0.682
Br: -0.82 1.29 0.20  0.462
C: -2.71 2.30 -2.42  -0.676
C: -1.46 2.55 -3.33  -0.058
C: -3.09 0.82 -2.40  -0.093
C: -3.89 3.16 -2.88  -0.058
C: -5.16 2.96 1.65  -0.211
C: -4.58 2.94 2.99  0.021
C: -5.31 4.23 0.95  0.018
C: -5.87 1.78 1.15  0.017
H: -1.31 6.63 -0.93  0.117
H: -2.87 5.81 -0.93  0.085
H: -1.72 5.56 -2.26  0.087
H: 0.81 5.37 -0.67  0.123
H: 0.44 4.18 -1.91  0.085
H: 0.88 3.66 -0.26  0.067
H: -0.61 5.76 1.31  0.116
H: -0.72 4.05 1.71  0.074
H: -2.20 5.02 1.47  0.067
H: -0.57 1.99 -3.02  0.091
H: -1.22 3.61 -3.43  0.088
H: -1.75 2.19 -4.32  0.129
H: -2.26 0.17 -2.14  0.049
H: -3.42 0.55 -3.41  0.115
H: -3.92 0.62 -1.73  0.085
H: -3.67 4.23 -2.87  0.083
H: -4.78 2.97 -2.28  0.077
H: -4.13 2.89 -3.91  0.116
H: -3.86 3.73 3.17  0.108
H: -4.22 1.96 3.30  0.115
H: -5.45 3.16 3.64  0.168
H: -4.60 5.00 1.25  0.101
H: -6.30 4.58 1.30  0.174
H: -5.43 4.13 -0.13  0.103
H: -5.41 0.84 1.43  0.116
H: -6.13 1.83 0.10  0.106
H: -6.83 1.80 1.71  0.165
N: 2.80 -1.99 0.35  0.041
C: 3.89 -2.20 -0.01  -0.198
N: 5.09 -2.40 -0.40  -0.042
C: 5.60 -1.84 -1.69  -0.095
C: 6.95 -2.47 -2.01  -0.168
C: 6.91 -3.98 -1.81  -0.162
C: 6.57 -4.37 -0.36  -0.147
C: 6.05 -3.18 0.44  -0.101
H: 5.68 -0.76 -1.59  0.131
H: 4.87 -2.08 -2.47  0.130
H: 7.73 -2.02 -1.41  0.126
H: 7.18 -2.23 -3.05  0.132
H: 7.87 -4.41 -2.10  0.125
H: 6.17 -4.41 -2.50  0.118
H: 7.45 -4.75 0.16  0.129
H: 5.83 -5.17 -0.34  0.114
H: 6.85 -2.50 0.71  0.138
H: 5.55 -3.48 1.36  0.124

***

Record 2
Density functional theory data (ωB97M-V/def2-TZVPD) for a cluster of 6 separate species, C24H56O8 in total at a distorted geometry.

Output
HOMO energy, eV: -9.32
Molecular weight, g/mol: 472.70
E_tot, eV: -42167.275
Structure (SMILES): COCCCCCCCCC[C@@H]1CCOC1=O.CCO.CCO.CCO.CCO.CCO
Strongest force on any atom, eV/Å: 8.112

Each line ends with the Löwdin charge.
Cartesian coordinates (Å):
C: 0.97 3.01 3.01  -0.125
O: -0.33 2.74 3.63  -0.251
C: -0.73 1.32 3.53  -0.198
C: -1.21 1.04 2.00  -0.158
C: -0.69 -0.35 1.31  -0.208
C: 0.83 -0.80 1.68  -0.222
C: 1.41 -2.10 0.87  -0.210
C: 0.94 -2.25 -0.69  -0.212
C: 1.82 -1.42 -1.78  -0.206
C: 2.83 -0.28 -1.19  -0.201
C: 2.13 1.18 -0.87  -0.174
C: 2.36 2.32 -2.03  -0.145
C: 3.70 3.23 -1.59  -0.116
C: 3.16 4.77 -1.28  -0.153
O: 1.72 4.66 -0.88  -0.092
C: 1.22 3.46 -1.58  -0.238
O: -0.08 3.26 -1.80  -0.026
H: 1.28 2.29 2.14  0.067
H: 0.89 4.10 2.54  0.112
H: 1.88 3.04 3.76  0.096
H: 0.08 0.60 3.96  0.119
H: -1.69 1.20 4.22  0.116
H: -2.40 1.02 2.00  0.103
H: -0.92 1.92 1.25  0.126
H: -1.43 -1.26 1.49  0.119
H: -0.72 -0.16 0.13  0.100
H: 1.57 0.14 1.65  0.094
H: 0.82 -1.12 2.83  0.109
H: 0.99 -3.06 1.44  0.115
H: 2.59 -2.17 1.00  0.116
H: 1.06 -3.40 -0.97  0.098
H: -0.21 -2.02 -0.88  0.111
H: 2.48 -2.20 -2.39  0.112
H: 1.13 -0.90 -2.61  0.123
H: 3.63 -0.07 -2.05  0.117
H: 3.48 -0.62 -0.26  0.109
H: 2.65 1.58 0.12  0.115
H: 0.98 1.02 -0.75  0.109
H: 2.35 1.96 -3.15  0.157
H: 4.47 3.39 -2.49  0.128
H: 4.21 2.95 -0.55  0.128
H: 3.04 5.41 -2.28  0.127
H: 3.74 5.43 -0.51  0.138
C: 1.41 3.49 -5.85  -0.084
C: 2.53 4.33 -5.28  -0.326
O: 3.79 3.79 -5.66  -0.093
H: 1.49 2.46 -5.50  0.070
H: 0.44 3.89 -5.56  0.081
H: 1.47 3.46 -6.94  0.075
H: 2.48 4.34 -4.18  0.078
H: 2.47 5.36 -5.64  0.114
H: 3.83 3.79 -6.63  0.089
C: -0.37 -6.86 -0.66  -0.095
C: 1.07 -6.69 -1.09  -0.327
O: 1.74 -5.82 -0.20  -0.103
H: -0.89 -5.90 -0.64  0.078
H: -0.91 -7.53 -1.34  0.076
H: -0.43 -7.27 0.35  0.046
H: 1.12 -6.26 -2.10  0.110
H: 1.59 -7.66 -1.11  0.106
H: 1.70 -6.22 0.68  0.090
C: -2.63 -8.57 4.14  -0.097
C: -2.24 -7.44 3.21  -0.321
O: -1.78 -7.97 1.97  -0.105
H: -1.78 -9.24 4.31  0.078
H: -2.98 -8.19 5.10  0.074
H: -3.43 -9.18 3.69  0.073
H: -1.43 -6.85 3.65  0.115
H: -3.09 -6.78 3.02  0.109
H: -2.51 -8.48 1.59  0.096
C: -1.33 7.38 -1.99  -0.095
C: -2.61 6.62 -2.30  -0.330
O: -2.31 5.47 -3.07  -0.095
H: -0.82 7.67 -2.92  0.075
H: -1.54 8.28 -1.41  0.071
H: -0.64 6.75 -1.43  0.065
H: -3.29 7.25 -2.88  0.110
H: -3.12 6.32 -1.39  0.108
H: -1.71 4.91 -2.54  0.055
C: -4.79 -1.10 4.57  -0.090
C: -4.39 0.03 3.65  -0.319
O: -3.94 -0.50 2.41  -0.110
H: -3.94 -1.77 4.75  0.078
H: -5.14 -0.72 5.53  0.075
H: -5.58 -1.71 4.13  0.072
H: -3.58 0.62 4.08  0.085
H: -5.24 0.69 3.46  0.114
H: -4.67 -1.01 2.02  0.097

***

Record 3
Density functional theory data (ωB97M-V/def2-TZVPD) for a structure of composition C24H57AsLaN10S.

Output
HOMO energy, eV: -16.51
Total charge: +3
Molecular weight, g/mol: 731.69
E_tot, eV: -113228.136
Strongest force on any atom, eV/Å: 0.748

Each line ends with the Löwdin charge.
Cartesian coordinates (Å):
La: 0.14 -0.19 0.38  1.830
C: -2.62 -3.63 -1.81  -0.022
N: -1.75 -3.28 -0.69  -0.140
C: -0.34 -3.25 -0.99  -0.085
C: -2.22 -2.86 0.52  -0.398
N: -1.50 -1.99 1.21  -0.087
C: -1.58 -2.07 2.68  -0.221
C: -0.25 -1.71 3.30  -0.176
N: 0.24 -0.36 2.95  -0.283
C: 1.64 -0.21 3.42  -0.166
C: 2.41 0.80 2.58  -0.221
N: 2.43 0.34 1.19  -0.117
C: 3.60 0.31 0.55  -0.395
N: 3.79 -0.64 -0.41  -0.142
C: 3.06 -1.89 -0.39  -0.071
C: 4.55 -0.40 -1.63  -0.031
N: 4.61 1.16 0.80  -0.131
C: 4.36 2.54 1.22  -0.018
C: 6.02 0.79 0.72  -0.012
C: -0.61 0.72 3.54  -0.145
C: -1.72 1.25 2.64  -0.216
N: -1.18 1.60 1.32  -0.140
C: -1.62 2.71 0.71  -0.398
N: -2.86 3.20 0.89  -0.128
C: -3.16 4.63 0.86  -0.013
C: -4.00 2.33 1.11  -0.024
N: -0.77 3.34 -0.13  -0.140
C: -1.23 4.08 -1.31  -0.029
C: 0.66 3.42 0.12  -0.060
N: -3.40 -3.36 0.95  -0.133
C: -3.85 -4.72 0.69  -0.015
C: -4.32 -2.54 1.73  -0.022
H: -2.59 -4.70 -2.03  0.107
H: -2.30 -3.08 -2.69  0.085
H: -3.65 -3.34 -1.59  0.098
H: -0.08 -4.08 -1.66  0.113
H: 0.25 -3.39 -0.08  0.089
H: -0.03 -2.33 -1.51  0.017
H: -1.82 -3.09 3.00  0.141
H: -2.37 -1.45 3.11  0.094
H: 0.51 -2.43 2.97  0.124
H: -0.33 -1.81 4.39  0.146
H: 2.13 -1.18 3.32  0.125
H: 1.66 0.06 4.48  0.145
H: 3.42 0.88 3.00  0.131
H: 1.96 1.80 2.67  0.101
H: 2.77 -2.14 0.63  0.091
H: 3.70 -2.69 -0.76  0.113
H: 2.18 -1.86 -1.05  0.027
H: 4.87 0.64 -1.67  0.097
H: 3.90 -0.59 -2.49  0.072
H: 5.42 -1.05 -1.69  0.107
H: 3.32 2.79 1.07  0.070
H: 4.97 3.20 0.61  0.109
H: 4.63 2.70 2.27  0.105
H: 6.11 -0.29 0.60  0.099
H: 6.51 1.08 1.65  0.107
H: 6.52 1.30 -0.11  0.102
H: 0.05 1.55 3.79  0.125
H: -1.04 0.37 4.48  0.144
H: -2.14 2.13 3.14  0.137
H: -2.54 0.53 2.56  0.086
H: -3.70 4.92 -0.05  0.101
H: -2.24 5.20 0.94  0.100
H: -3.78 4.86 1.72  0.109
H: -3.76 1.31 0.81  0.083
H: -4.83 2.68 0.50  0.108
H: -4.33 2.33 2.16  0.103
H: -1.15 5.16 -1.17  0.104
H: -2.26 3.82 -1.53  0.097
H: -0.60 3.78 -2.15  0.087
H: 0.88 3.02 1.10  0.066
H: 0.98 4.46 0.08  0.112
H: 1.22 2.87 -0.65  0.043
H: -3.04 -5.32 0.28  0.098
H: -4.70 -4.74 0.01  0.102
H: -4.16 -5.17 1.63  0.108
H: -4.03 -1.50 1.66  0.078
H: -4.34 -2.84 2.78  0.105
H: -5.32 -2.65 1.32  0.108
C: 1.29 1.20 -5.63  -0.227
As: 0.42 0.00 -4.42  0.724
C: 1.07 -1.77 -4.76  -0.227
C: -1.46 0.03 -4.78  -0.230
S: 0.84 0.60 -2.41  0.050
H: 1.08 0.89 -6.66  0.061
H: 2.36 1.18 -5.44  0.052
H: 0.91 2.21 -5.47  0.052
H: 0.84 -2.04 -5.79  0.061
H: 0.58 -2.46 -4.07  0.027
H: 2.15 -1.79 -4.61  0.047
H: -1.63 -0.21 -5.82  0.060
H: -1.84 1.03 -4.56  0.048
H: -1.95 -0.70 -4.14  0.030

***

Record 4
Density functional theory data (ωB97M-V/def2-TZVPD) for a cluster of 4 separate species, C24H58BF4N3O2 in total at a distorted geometry.

Output
HOMO energy (alpha / beta), eV: -3.57 / -11.79
Total charge: +1
Multiplicity: 2
Expectation value of S²: 0.7506
Molecular weight, g/mol: 507.55
E_tot, eV: -45932.570
Strongest force on any atom, eV/Å: 3.738

Each line ends with the Löwdin spin population.
Cartesian coordinates (Å):
C: 2.77 0.22 -0.41  0.042
C: 3.93 -0.47 0.27  0.018
N: 3.52 -1.97 0.71  0.003
C: 4.63 -2.47 1.62  0.010
C: 2.15 -1.92 1.57  0.010
C: 2.09 -1.01 2.80  0.012
C: 3.11 -2.89 -0.44  0.029
C: 4.14 -2.84 -1.53  0.086
O: 5.53 -3.04 -1.19  0.014
C: 6.56 -3.09 -2.19  0.023
H: 3.01 1.20 -0.80  0.008
H: 1.95 0.41 0.28  0.001
H: 2.39 -0.36 -1.26  0.021
H: 4.35 0.11 1.10  0.004
H: 4.65 -0.62 -0.53  0.007
H: 4.43 -3.45 2.06  0.003
H: 4.75 -1.79 2.47  0.002
H: 5.56 -2.68 1.11  0.001
H: 2.04 -2.93 1.97  0.006
H: 1.25 -1.81 0.97  0.003
H: 2.84 -1.21 3.57  0.002
H: 1.14 -1.26 3.27  0.005
H: 2.01 0.06 2.60  0.002
H: 2.14 -2.64 -0.88  0.014
H: 3.19 -3.90 -0.05  0.009
H: 3.86 -1.91 -2.02  0.045
H: 3.93 -3.64 -2.25  0.048
H: 6.59 -2.17 -2.78  0.007
H: 6.36 -4.02 -2.73  0.004
H: 7.49 -3.30 -1.67  0.001
C: -4.16 1.22 1.68  0.002
C: -4.45 2.21 2.77  0.001
N: -3.26 3.25 3.17  0.000
C: -1.89 2.51 2.89  0.002
C: -3.36 4.37 2.06  0.000
C: -2.03 4.82 1.35  0.001
C: -3.48 3.71 4.61  0.000
C: -2.72 5.00 5.06  0.000
O: -1.28 4.84 5.03  0.001
C: -0.59 5.96 5.58  0.000
H: -3.82 1.67 0.75  0.000
H: -5.10 0.68 1.49  0.000
H: -3.33 0.54 1.88  0.001
H: -4.47 1.71 3.73  0.000
H: -5.37 2.79 2.68  0.000
H: -1.11 3.21 3.18  0.001
H: -1.90 2.41 1.81  0.000
H: -1.78 1.58 3.45  0.002
H: -3.75 5.17 2.69  0.000
H: -4.12 4.07 1.34  0.000
H: -2.34 5.63 0.69  0.000
H: -1.54 4.03 0.78  0.000
H: -1.35 5.26 2.07  0.000
H: -3.22 2.85 5.23  0.000
H: -4.54 3.84 4.81  0.000
H: -3.09 5.27 6.05  0.000
H: -3.09 5.85 4.49  0.000
H: 0.46 5.85 5.30  0.000
H: -0.71 6.00 6.67  0.000
H: -0.89 6.92 5.18  0.000
C: 0.23 -4.38 -1.08  0.051
C: -0.84 -3.57 -1.97  0.019
C: -0.20 -2.45 -2.82  0.061
N: -1.10 -1.74 -3.86  0.003
C: -2.45 -1.17 -3.27  0.009
C: -1.56 -2.78 -4.98  0.027
C: -1.16 -2.20 -6.35  0.025
C: -0.97 -0.74 -6.15  0.012
C: -0.35 -0.66 -4.71  0.048
H: -0.26 -5.32 -0.85  0.004
H: 0.45 -4.06 -0.07  0.003
H: 1.19 -4.56 -1.57  0.027
H: -1.42 -3.04 -1.21  0.001
H: -1.50 -4.34 -2.37  0.005
H: 0.55 -2.88 -3.50  0.076
H: 0.08 -1.57 -2.25  0.009
H: -3.19 -1.00 -4.05  0.003
H: -2.16 -0.24 -2.77  0.001
H: -2.87 -1.86 -2.54  0.002
H: -2.57 -3.17 -4.94  0.003
H: -0.98 -3.67 -4.74  0.023
H: -1.83 -2.58 -7.11  0.002
H: -0.22 -2.63 -6.71  0.023
H: -1.90 -0.19 -6.28  0.001
H: -0.29 -0.37 -6.92  0.007
H: -0.31 0.28 -4.16  0.005
H: 0.67 -1.03 -4.79  0.066
B: -1.04 0.82 -0.40  0.016
F: -0.46 1.01 0.79  0.001
F: -0.13 0.97 -1.43  0.007
F: -1.59 -0.53 -0.35  0.003
F: -1.93 1.76 -0.70  0.001

***

Record 5
Density functional theory data (ωB97M-V/def2-TZVPD) for a structure of composition C24H58N2O6 at a distorted geometry.

Output
HOMO energy, eV: -8.11
Molecular weight, g/mol: 470.74
E_tot, eV: -41078.464
Strongest force on any atom, eV/Å: 6.115

Each line ends with the Löwdin charge.
Cartesian coordinates (Å):
O: -10.93 -8.78 27.28  -0.071
H: -10.85 -9.69 27.00  0.030
H: -11.74 -8.47 26.87  -0.005
O: -12.65 -7.04 26.62  -0.050
H: -13.21 -6.61 25.98  0.072
H: -13.25 -7.35 27.30  0.043
C: -8.09 -12.68 25.22  -0.042
C: -9.46 -12.00 25.05  -0.426
C: -9.86 -12.48 23.62  -0.115
C: -11.41 -12.36 23.35  -0.146
C: -12.23 -13.05 24.53  -0.107
C: -11.88 -12.49 25.92  -0.403
N: -10.38 -12.50 26.08  -0.046
O: -9.99 -12.13 27.40  -0.085
C: -12.48 -11.08 26.06  -0.042
C: -12.53 -13.39 26.99  -0.059
C: -9.33 -10.41 24.98  -0.041
H: -7.57 -12.34 26.12  0.075
H: -7.44 -12.42 24.38  0.090
H: -8.17 -13.74 25.43  0.088
H: -9.45 -11.89 22.80  0.118
H: -9.61 -13.53 23.51  0.113
H: -11.62 -12.77 22.36  0.100
H: -11.78 -11.35 23.16  0.086
H: -12.12 -14.13 24.45  0.114
H: -13.26 -12.89 24.19  0.115
H: -12.33 -10.73 27.08  0.037
H: -12.19 -10.30 25.35  0.079
H: -13.56 -11.22 26.03  0.069
H: -12.13 -14.41 27.02  0.113
H: -12.28 -13.05 27.99  -0.019
H: -13.60 -13.47 26.79  0.103
H: -9.04 -10.03 25.97  0.113
H: -10.24 -9.86 24.73  0.057
H: -8.54 -10.08 24.31  0.090
H: -9.74 -12.97 27.80  0.120
C: -15.26 -13.26 30.67  -0.056
C: -14.25 -12.23 31.14  -0.408
C: -12.80 -12.78 30.98  -0.114
C: -12.09 -12.82 29.60  -0.164
C: -12.15 -11.38 29.08  -0.199
C: -13.58 -10.71 29.05  -0.353
N: -14.26 -10.88 30.40  -0.120
O: -15.38 -10.13 30.65  -0.011
C: -13.29 -9.18 28.86  -0.004
C: -14.38 -11.28 27.87  -0.048
C: -14.57 -12.07 32.75  -0.023
H: -15.28 -14.27 31.08  0.083
H: -16.32 -13.00 30.66  0.085
H: -15.01 -13.44 29.62  0.065
H: -12.13 -12.31 31.71  0.113
H: -12.81 -13.81 31.34  0.113
H: -11.09 -13.21 29.76  0.132
H: -12.59 -13.56 28.98  0.082
H: -11.65 -11.38 28.10  0.043
H: -11.51 -10.73 29.67  0.064
H: -14.23 -8.64 28.90  0.090
H: -12.64 -8.91 28.03  0.037
H: -12.73 -8.89 29.74  0.103
H: -14.04 -12.30 27.65  0.037
H: -14.19 -10.70 26.97  0.050
H: -15.46 -11.43 27.94  0.101
H: -13.87 -11.33 33.13  0.068
H: -15.51 -11.54 32.91  0.061
H: -14.65 -12.99 33.33  0.076
H: -14.98 -9.45 31.21  0.105
C: -8.03 -9.16 30.53  -0.032
C: -9.02 -9.25 29.30  -0.427
C: -9.82 -10.50 29.17  -0.102
O: -9.97 -8.18 29.42  -0.071
H: -7.33 -10.00 30.52  0.065
H: -8.55 -9.14 31.49  0.073
H: -7.37 -8.29 30.55  0.067
H: -8.47 -9.07 28.38  0.128
H: -10.57 -10.52 28.38  0.030
H: -10.32 -10.74 30.11  0.102
H: -9.05 -11.23 28.89  0.107
H: -10.49 -8.35 28.63  -0.026
C: -9.25 -8.46 23.50  -0.082
C: -10.75 -8.10 23.21  -0.424
C: -11.48 -7.84 24.54  -0.065
O: -10.87 -6.99 22.31  -0.044
H: -8.86 -8.80 22.54  0.096
H: -9.12 -9.25 24.24  -0.095
H: -8.64 -7.61 23.81  0.095
H: -11.09 -8.95 22.62  0.130
H: -10.93 -7.11 25.14  0.100
H: -11.71 -8.73 25.12  0.030
H: -12.39 -7.28 24.31  0.082
H: -10.67 -6.22 22.84  0.082